Entry 1:
{"formula": "C2H11N5", "method": "wB97M-V/def2-TZVPD", "multiplicity": 1, "homo_lumo_gap_ha": 0.372, "total_energy_ha": -355.837225, "charge": 2, "homo_energy_ev": -17.92, "de_lowest_ev": 4.786, "smiles": "NNC(N)=C([NH3+])[NH3+]", "e_lumo_ha": -0.2866, "elements": ["N", "N", "C", "N", "C", "N", "N", "H", "H", "H", "H", "H", "H", "H", "H", "H", "H", "H"], "xyz": [[2.3320, -0.0792, 0.2331], [1.4780, 1.0428, 0.4445], [-0.1980, 0.7280, 0.1613], [-0.8191, 1.9422, 0.2603], [-0.6627, -0.5009, 0.0116], [0.3229, -1.5102, -0.3206], [-2.0940, -0.7115, -0.1883], [2.9039, -0.3188, 1.0369], [3.0133, 0.0375, -0.5365], [1.5655, 1.8397, -0.1910], [-1.8274, 2.0909, 0.2025], [-0.1997, 2.6670, 0.6278], [0.3206, -1.6660, -1.3799], [0.0961, -2.4246, 0.2896], [1.2631, -0.9549, 0.0012], [-2.4691, -1.4936, 0.4729], [-2.6942, 0.1748, 0.0610], [-2.3312, -0.8633, -1.1863]]}



Entry 2:
{"formula": "C10H16O", "method": "wB97M-V/def2-TZVPD", "multiplicity": 1, "homo_lumo_gap_ha": 0.352, "total_energy_ha": -465.845396, "homo_energy_ev": -8.67, "de_lowest_ev": 1.426, "smiles": "Cc1ccc(O)cc1.CCC", "e_lumo_ha": 0.0335, "elements": ["C", "C", "C", "C", "C", "O", "C", "C", "H", "H", "H", "H", "H", "H", "H", "H", "C", "C", "C", "H", "H", "H", "H", "H", "H", "H", "H"], "xyz": [[1.3009, -0.3781, -1.8248], [0.0325, -0.6253, -1.0567], [-1.0454, -1.2219, -1.7174], [-2.0942, -1.8159, -1.0425], [-2.0883, -1.7356, 0.3445], [-3.0421, -2.4260, 1.0903], [-1.0072, -1.2381, 1.0456], [0.0035, -0.6013, 0.3260], [1.9737, 0.2349, -1.2162], [1.1835, 0.2553, -2.7085], [1.8207, -1.2937, -2.0878], [-1.0661, -1.1629, -2.7966], [-2.9088, -2.3041, -1.5588], [-3.9184, -2.0414, 0.9940], [-1.0215, -1.3399, 2.1186], [0.7493, -0.1537, 0.9618], [1.8827, 3.0016, -0.4294], [1.9486, 2.1898, 0.9106], [2.6254, 2.9701, 2.0205], [0.9576, 2.7822, -0.9468], [2.8440, 2.8597, -0.9172], [1.8804, 4.0620, -0.1577], [0.9051, 1.9611, 1.0936], [2.5703, 1.3351, 0.6968], [2.0192, 3.8710, 2.1920], [2.6332, 2.5134, 3.0101], [3.6189, 3.3079, 1.7276]]}



Entry 3:
{"formula": "C17H27NO5", "method": "wB97M-V/def2-TZVPD", "multiplicity": 1, "homo_lumo_gap_ha": 0.327, "total_energy_ha": -1094.858612, "homo_energy_ev": -8.19, "de_lowest_ev": 4.354, "smiles": "C[C@@H](O)c1ccc2c(c1)OCCOCCN(C)CCOCCO2", "e_lumo_ha": 0.0261, "elements": ["C", "C", "O", "C", "C", "C", "C", "C", "C", "O", "C", "C", "O", "C", "C", "N", "C", "C", "C", "O", "C", "C", "O", "H", "H", "H", "H", "H", "H", "H", "H", "H", "H", "H", "H", "H", "H", "H", "H", "H", "H", "H", "H", "H", "H", "H", "H", "H", "H", "H"], "xyz": [[-5.3503, -0.1801, -1.9014], [-5.3638, -0.2123, -0.3674], [-6.1650, -1.2683, 0.1175], [-3.9466, -0.2704, 0.1634], [-3.1771, -1.4166, 0.0334], [-1.8873, -1.4572, 0.5309], [-1.3193, -0.3599, 1.1670], [-2.0721, 0.8282, 1.2547], [-3.3729, 0.8381, 0.7651], [-1.6606, 2.0025, 1.8268], [-0.2982, 2.3732, 1.7815], [0.2307, 2.5012, 0.3454], [1.5618, 2.0481, 0.3082], [2.1199, 2.0732, -0.9847], [3.4426, 1.3041, -0.9683], [3.2249, -0.1311, -0.9266], [2.9679, -0.6735, -2.2433], [4.2598, -0.8848, -0.2353], [3.6882, -2.1248, 0.4714], [3.2258, -1.8791, 1.7815], [2.1960, -0.9264, 1.9147], [0.8393, -1.3871, 1.3646], [-0.0796, -0.3834, 1.7375], [-4.8132, 0.6981, -2.2487], [-6.3698, -0.1474, -2.2779], [-4.8589, -1.0678, -2.2955], [-5.8519, 0.6933, 0.0066], [-5.7560, -2.1044, -0.1328], [-3.5733, -2.2994, -0.4489], [-1.3209, -2.3709, 0.4417], [-3.9319, 1.7553, 0.8685], [0.3351, 1.6565, 2.3106], [-0.2651, 3.3345, 2.2982], [-0.3945, 1.8844, -0.3219], [0.1709, 3.5417, -0.0096], [2.3004, 3.1146, -1.2970], [1.4206, 1.6220, -1.7029], [3.9767, 1.6137, -0.0685], [4.0388, 1.6030, -1.8472], [2.1068, -0.1774, -2.6866], [2.7467, -1.7362, -2.1659], [3.8291, -0.5475, -2.9209], [4.7223, -0.2583, 0.5297], [5.0517, -1.2070, -0.9315], [4.4809, -2.8651, 0.6068], [2.8955, -2.5729, -0.1409], [2.0971, -0.7674, 2.9916], [2.4504, 0.0230, 1.4332], [0.8827, -1.4742, 0.2721], [0.5658, -2.3578, 1.8012]]}



Entry 4:
{"formula": "C4H11NO2", "method": "wB97M-V/def2-TZVPD", "multiplicity": 1, "homo_lumo_gap_ha": 0.384, "total_energy_ha": -364.214955, "homo_energy_ev": -9.70, "de_lowest_ev": 1.448, "smiles": "C[C@@H](O)CNCO", "e_lumo_ha": 0.0270, "elements": ["C", "C", "O", "C", "N", "C", "O", "H", "H", "H", "H", "H", "H", "H", "H", "H", "H", "H"], "xyz": [[1.7907, -0.4014, -1.5923], [0.6573, 0.4954, -1.1128], [-0.5391, 0.0665, -1.7703], [0.4889, 0.4781, 0.4386], [-0.3902, -0.6398, 0.8609], [-1.7780, -0.1877, 1.0722], [-1.9536, 0.7363, 2.1444], [2.7372, -0.0816, -1.1725], [1.8800, -0.3344, -2.6662], [1.6062, -1.4028, -1.2037], [0.7610, 1.5021, -1.4086], [-0.8091, -0.7577, -1.3655], [0.0906, 1.4442, 0.6992], [1.4567, 0.2782, 0.8563], [-0.0677, -0.8850, 1.7946], [-2.0745, 0.3426, 0.1789], [-2.3626, -1.0750, 1.3186], [-1.4940, 0.4218, 2.9280]]}